Here is 13 unconnected molecules or ions with the total composition C78H178F9N10O17S3 from the Open Molecules 2025 dataset. Energies are from the ωB97M-V functional and the def2-TZVPD basis.

Last column: Mulliken charge in e.
CARTESIAN COORDINATES (ANGSTROEM)
1 C -1.11 -4.81 0.98  -0.056
2 O -0.34 -5.57 0.06  0.262
3 C 0.96 -5.90 0.41  -0.286
4 C 1.69 -6.65 -0.72  -1.224
5 N 0.76 -7.81 -1.24  0.193
6 H -0.16 -7.40 -1.31  -0.395
7 H 0.93 -7.94 -2.23  0.533
8 C 0.57 -9.04 -0.42  -0.544
9 C -0.29 -10.03 -1.21  -0.614
10 O -1.56 -9.54 -1.33  -0.216
11 C -2.42 -10.33 -2.15  -0.963
12 H -0.62 -3.87 1.22  -0.144
13 H -1.25 -5.31 1.95  0.338
14 H -2.08 -4.61 0.55  -0.345
15 H 0.95 -6.57 1.26  0.317
16 H 1.49 -4.99 0.70  0.615
17 H 2.52 -7.28 -0.39  0.492
18 H 2.08 -6.16 -1.61  0.298
19 H 0.13 -8.78 0.54  0.332
20 H 1.52 -9.50 -0.16  0.468
21 H -0.32 -10.95 -0.63  0.463
22 H 0.24 -10.07 -2.16  0.397
23 H -3.20 -9.91 -2.78  0.294
24 H -2.87 -11.04 -1.46  0.375
25 H -1.87 -10.98 -2.83  0.402
26 C 2.63 -6.74 4.06  -0.102
27 O 2.19 -5.85 5.07  -0.388
28 C 0.75 -5.84 5.29  0.158
29 C 0.46 -4.83 6.40  -0.717
30 N 1.04 -3.45 6.08  -0.072
31 H 1.10 -2.99 6.98  0.440
32 H 2.00 -3.60 5.80  0.465
33 C 0.18 -2.67 5.12  -0.059
34 C 0.79 -1.26 4.92  -0.209
35 O 2.13 -1.36 4.42  -0.461
36 C 2.43 -0.33 3.45  -0.643
37 H 3.70 -6.63 3.88  0.333
38 H 2.18 -6.56 3.08  -0.295
39 H 2.38 -7.76 4.37  0.372
40 H 0.39 -6.82 5.63  0.589
41 H 0.20 -5.63 4.38  -0.253
42 H 0.83 -5.16 7.37  0.486
43 H -0.61 -4.64 6.51  0.276
44 H -0.79 -2.64 5.62  -0.041
45 H 0.15 -3.20 4.17  0.022
46 H 0.84 -0.67 5.84  0.575
47 H 0.12 -0.72 4.26  -0.117
48 H 3.47 -0.44 3.15  0.315
49 H 2.26 0.69 3.77  0.466
50 H 1.84 -0.49 2.55  0.054
51 C 3.29 0.69 -5.89  -1.149
52 O 2.55 -0.43 -5.35  0.195
53 C 2.06 -1.34 -6.35  -1.182
54 C 0.86 -2.02 -5.77  0.017
55 N 1.15 -2.69 -4.44  0.070
56 H 1.88 -3.38 -4.44  0.495
57 H 1.40 -1.90 -3.85  -0.352
58 C -0.18 -3.09 -3.66  -0.606
59 C 0.19 -3.07 -2.11  -0.523
60 O 1.01 -1.89 -1.76  1.555
61 C 1.55 -2.13 -0.44  -0.160
62 H 3.66 1.44 -5.19  0.244
63 H 2.56 1.08 -6.60  0.464
64 H 4.22 0.39 -6.36  0.341
65 H 2.79 -2.08 -6.68  0.459
66 H 1.91 -0.81 -7.29  0.592
67 H 0.48 -2.84 -6.38  0.405
68 H 0.09 -1.34 -5.40  0.025
69 H -0.64 -3.94 -4.15  0.704
70 H -0.92 -2.30 -3.80  -0.365
71 H 0.79 -3.97 -2.14  -0.009
72 H -0.71 -3.05 -1.49  0.328
73 H 0.68 -2.36 0.17  -0.540
74 H 2.11 -1.31 0.00  -0.597
75 H 2.22 -2.99 -0.55  0.678
76 C -2.20 -1.03 1.54  0.257
77 O -1.21 -0.38 0.66  0.397
78 C -1.87 0.57 -0.18  0.503
79 C -1.01 1.59 -0.89  -0.827
80 N 0.02 0.73 -1.68  1.155
81 H 0.54 0.11 -1.07  -0.316
82 H -0.42 0.18 -2.41  0.270
83 C 1.10 1.39 -2.50  -0.867
84 C 2.12 1.94 -1.46  -0.447
85 O 2.51 1.05 -0.39  1.013
86 C 3.04 1.72 0.75  -0.799
87 H -2.91 -0.28 1.89  -0.660
88 H -1.68 -1.47 2.39  0.072
89 H -2.92 -1.75 1.15  0.222
90 H -2.62 1.10 0.41  -0.184
91 H -2.46 0.04 -0.93  -0.238
92 H -0.39 2.26 -0.30  0.192
93 H -1.66 2.10 -1.60  0.124
94 H 0.58 2.11 -3.14  0.637
95 H 1.50 0.69 -3.23  -0.282
96 H 1.71 2.87 -1.06  0.381
97 H 3.04 2.27 -1.94  0.639
98 H 3.60 2.63 0.53  -0.027
99 H 3.68 1.03 1.29  -0.411
100 H 2.32 2.07 1.49  0.612
101 C -8.46 -0.47 7.03  -1.437
102 C -6.97 -0.42 7.15  -0.270
103 C -6.33 -0.31 5.76  -0.767
104 N -4.74 -0.15 5.80  0.622
105 C -4.12 -1.41 6.37  -1.068
106 C -4.30 1.18 6.44  -0.663
107 C -2.91 1.41 5.94  -0.773
108 C -2.75 0.74 4.60  1.943
109 C -4.10 0.08 4.43  -0.258
110 H -8.96 0.46 6.76  0.383
111 H -8.84 -0.81 8.00  0.399
112 H -8.83 -1.24 6.35  0.373
113 H -6.64 -1.37 7.57  0.325
114 H -6.58 0.36 7.81  0.296
115 H -6.81 0.55 5.30  0.381
116 H -6.34 -1.25 5.22  0.574
117 H -4.59 -2.27 5.89  0.337
118 H -4.46 -1.26 7.40  0.513
119 H -3.05 -1.32 6.23  0.177
120 H -4.32 1.05 7.52  0.512
121 H -5.04 1.92 6.15  0.422
122 H -2.20 0.83 6.53  0.340
123 H -2.60 2.46 6.04  0.459
124 H -1.87 0.11 4.46  -1.242
125 H -2.56 1.43 3.78  -0.458
126 H -4.09 -0.90 3.94  -0.012
127 H -4.70 0.82 3.91  -0.059
128 C 6.98 -0.59 2.02  -1.372
129 C 6.31 -0.26 0.68  1.164
130 C 7.13 -0.52 -0.57  -0.850
131 N 6.28 -0.58 -1.88  0.636
132 C 5.77 0.83 -2.12  -0.640
133 C 7.14 -1.10 -3.10  -0.684
134 C 6.12 -1.69 -4.08  -0.629
135 C 5.04 -2.30 -3.18  0.572
136 C 5.22 -1.69 -1.77  -0.410
137 H 7.30 -1.63 2.00  0.423
138 H 6.24 -0.47 2.82  0.341
139 H 7.71 0.16 2.33  0.313
140 H 6.08 0.80 0.64  -0.524
141 H 5.29 -0.60 0.50  -0.233
142 H 7.59 -1.51 -0.55  0.479
143 H 7.83 0.28 -0.82  0.497
144 H 6.58 1.54 -1.94  0.035
145 H 4.86 1.07 -1.57  -0.118
146 H 5.68 1.08 -3.17  0.442
147 H 7.80 -0.31 -3.46  0.468
148 H 7.81 -1.91 -2.81  0.432
149 H 5.66 -0.97 -4.75  -0.048
150 H 6.59 -2.40 -4.76  0.511
151 H 3.98 -2.24 -3.42  -0.805
152 H 5.17 -3.38 -3.07  0.530
153 H 4.21 -1.42 -1.47  -0.091
154 H 5.53 -2.41 -1.02  0.396
155 C -5.91 0.78 0.48  -1.317
156 C -5.55 1.45 -0.88  2.060
157 C -6.07 2.86 -1.03  -1.497
158 N -5.67 3.67 -2.29  0.205
159 C -4.09 3.66 -2.32  -0.606
160 C -6.18 5.04 -2.29  -0.479
161 C -7.69 4.93 -2.72  -0.810
162 C -7.51 3.86 -3.83  -0.717
163 C -6.26 3.09 -3.61  -0.209
164 H -6.84 1.16 0.91  0.643
165 H -5.20 1.00 1.27  0.031
166 H -5.89 -0.31 0.44  0.282
167 H -5.83 0.83 -1.73  -0.414
168 H -4.46 1.37 -0.84  -0.687
169 H -5.70 3.47 -0.20  0.270
170 H -7.16 2.88 -0.97  0.600
171 H -3.83 4.35 -3.13  0.788
172 H -3.76 2.65 -2.59  0.002
173 H -3.85 3.83 -1.28  -0.187
174 H -5.57 5.75 -2.85  0.521
175 H -5.99 5.41 -1.29  0.320
176 H -8.14 5.84 -3.12  0.438
177 H -8.23 4.74 -1.79  0.349
178 H -7.49 4.14 -4.88  0.367
179 H -8.37 3.20 -3.71  0.362
180 H -5.54 3.39 -4.37  0.372
181 H -6.45 2.02 -3.67  0.143
182 C 5.73 3.68 1.93  -0.790
183 C 6.46 3.68 0.60  1.037
184 C 7.09 5.08 0.31  -1.405
185 N 7.71 5.39 -1.14  0.130
186 C 8.47 6.79 -1.16  -0.597
187 C 9.77 6.87 -0.27  -0.580
188 C 10.74 5.64 -0.37  -0.877
189 C 9.97 4.29 -0.54  -0.646
190 C 8.77 4.41 -1.52  -0.198
191 C 6.59 5.47 -2.24  -0.729
192 H 6.39 3.96 2.76  0.555
193 H 5.25 2.71 2.10  0.140
194 H 4.93 4.42 1.98  -0.268
195 H 5.84 3.29 -0.21  -0.303
196 H 7.32 3.01 0.60  0.187
197 H 7.82 5.30 1.08  0.509
198 H 6.25 5.76 0.47  0.417
199 H 7.76 7.53 -0.77  0.392
200 H 8.65 7.01 -2.21  0.503
201 H 9.57 6.94 0.80  0.299
202 H 10.42 7.72 -0.49  0.430
203 H 11.32 5.49 0.54  0.364
204 H 11.43 5.88 -1.17  0.367
205 H 9.59 4.02 0.44  0.196
206 H 10.60 3.43 -0.75  0.526
207 H 8.40 3.38 -1.57  -0.264
208 H 9.13 4.79 -2.48  0.761
209 H 5.86 4.67 -2.13  0.064
210 H 7.04 5.42 -3.23  0.423
211 H 5.99 6.37 -2.09  0.418
212 C -1.56 -7.05 -4.01  -1.497
213 C -2.42 -6.24 -2.98  1.235
214 C -3.74 -5.73 -3.55  -1.352
215 N -4.61 -4.83 -2.59  -0.055
216 C -3.82 -3.49 -2.22  0.134
217 C -4.69 -2.32 -1.77  0.564
218 C -5.93 -2.04 -2.65  -0.723
219 C -6.67 -3.36 -2.79  -1.186
220 C -5.88 -4.53 -3.45  -0.529
221 C -4.95 -5.66 -1.33  -0.910
222 H -0.58 -7.40 -3.68  0.187
223 H -1.32 -6.38 -4.83  0.459
224 H -2.02 -7.87 -4.55  0.396
225 H -1.83 -5.42 -2.59  -0.668
226 H -2.60 -6.82 -2.07  0.554
227 H -4.34 -6.63 -3.67  0.586
228 H -3.72 -5.18 -4.49  0.360
229 H -3.42 -3.37 -3.23  0.307
230 H -3.04 -3.75 -1.50  -0.208
231 H -4.16 -1.37 -1.77  -0.894
232 H -4.83 -2.59 -0.72  0.555
233 H -5.69 -1.62 -3.62  0.288
234 H -6.58 -1.33 -2.14  0.455
235 H -7.58 -3.17 -3.37  0.559
236 H -6.95 -3.63 -1.77  0.354
237 H -5.59 -4.23 -4.45  0.491
238 H -6.49 -5.43 -3.46  0.433
239 H -5.62 -5.14 -0.65  0.454
240 H -3.99 -5.83 -0.84  0.283
241 H -5.45 -6.55 -1.72  0.344
242 C -0.27 10.47 -1.14  -1.438
243 C 0.66 9.33 -0.65  -0.335
244 C -0.07 8.16 0.04  -0.597
245 N 0.90 7.09 0.59  0.738
246 C 0.07 6.08 1.41  -0.465
247 C 0.82 4.95 2.07  0.807
248 C 2.01 5.49 2.87  -1.133
249 C 2.90 6.57 2.21  -0.178
250 C 2.07 7.68 1.50  -0.842
251 C 1.57 6.36 -0.60  -1.030
252 H -0.67 11.10 -0.34  0.404
253 H -1.24 10.13 -1.52  0.366
254 H 0.23 11.09 -1.87  0.372
255 H 1.52 9.66 -0.07  0.291
256 H 1.11 8.95 -1.57  0.298
257 H -0.69 7.50 -0.56  0.443
258 H -0.65 8.51 0.89  0.393
259 H -0.54 6.55 2.18  0.537
260 H -0.67 5.56 0.81  -0.246
261 H 0.22 4.21 2.59  0.587
262 H 1.25 4.35 1.27  -1.182
263 H 1.63 5.90 3.81  0.416
264 H 2.64 4.64 3.15  0.526
265 H 3.55 7.16 2.85  0.530
266 H 3.66 6.13 1.56  -0.322
267 H 1.55 8.35 2.19  0.401
268 H 2.77 8.21 0.84  0.538
269 H 2.10 7.12 -1.18  0.389
270 H 0.71 6.10 -1.22  0.319
271 H 2.18 5.52 -0.26  0.257
272 C -3.25 4.13 2.06  0.216
273 F -2.21 3.47 1.51  0.233
274 F -4.33 3.27 1.96  -0.186
275 F -3.04 4.55 3.30  -0.235
276 S -3.68 5.79 1.09  1.303
277 O -2.81 5.70 -0.11  -0.626
278 O -5.11 5.81 0.91  -0.667
279 O -3.24 6.90 2.00  -0.702
280 C -3.22 -4.94 4.76  0.590
281 F -3.70 -6.04 5.22  -0.206
282 F -3.09 -4.03 5.71  -0.193
283 F -2.07 -5.19 4.25  -0.236
284 S -4.55 -4.26 3.45  0.633
285 O -5.90 -4.33 4.03  -0.647
286 O -4.14 -2.90 3.08  -0.453
287 O -4.51 -5.19 2.31  -0.536
288 C -2.10 1.80 -5.81  0.427
289 F -1.90 2.89 -5.05  -0.200
290 F -2.95 2.09 -6.84  -0.201
291 F -0.88 1.62 -6.30  -0.223
292 S -2.61 0.19 -4.74  1.140
293 O -1.56 0.18 -3.73  -1.367
294 O -3.92 0.47 -4.20  -0.525
295 O -2.64 -0.89 -5.70  -0.626

The calculation puts the HOMO-LUMO gap at 0.2449 Ha. Its charge is +7. Its HOMO energy is -19.33 eV. The calculation puts the electronic energy at -190361.8673 eV.